No. 1
This record from the OMol25 dataset describes C34H39As2InN6O2S2 as an isolated structure. The level of theory is ωB97M-V/def2-TZVPD.

The net charge is +2. The value obtained for the total energy is -7255.5798 Ha. Its energy above the lowest of the compared OMol25 structures with the same formula, charge and spin is 1.94 kJ/mol. Its LUMO energy is -5.445 eV. For the HOMO energy, the calculation gives -0.4587 hartree.

Element x y z (Å)
In  -0.85682  1.53993  -0.15144
O  2.16733  -0.24133  6.86897
C  1.88743  -0.59819  5.77923
O  2.01730  -1.67020  4.98563
C  1.29243  -0.41288  4.45715
C  2.03600  0.32432  3.43668
C  1.39439  1.07762  2.55121
N  -0.02989  1.11947  2.46867
C  -0.73831  0.41805  3.26028
C  -0.18971  -0.59971  4.24138
C  -2.23527  0.55283  3.18642
C  -3.05071  0.11658  4.21729
C  -4.41977  0.34196  4.14017
C  -4.93362  0.98786  3.03390
C  -4.04704  1.37695  2.03677
N  -2.73660  1.16802  2.11000
C  2.10914  1.98495  1.61220
C  3.44071  2.33639  1.80225
C  4.04982  3.19666  0.90723
C  3.31717  3.69980  -0.15546
C  1.99824  3.30919  -0.27191
N  1.40512  2.47415  0.58750
H  3.11636  0.27490  3.48071
H  -0.69426  -0.49127  5.19924
H  -2.64082  -0.37676  5.08857
H  -5.06921  0.02327  4.94612
H  -5.99087  1.20005  2.94385
H  -4.40114  1.88793  1.14628
H  3.99336  1.97338  2.65684
H  5.08357  3.48684  1.04987
H  3.75089  4.38801  -0.86813
H  1.37953  3.67672  -1.08446
N  -2.54929  -2.45585  -1.74158
C  -1.60495  -1.92091  -2.72835
N  -0.85594  -0.94160  -2.42164
C  -0.04696  -0.62049  -3.51936
C  0.92353  0.38055  -3.55670
C  1.63057  0.56809  -4.72297
C  1.39596  -0.23021  -5.85341
C  0.45502  -1.23910  -5.83260
C  -0.25822  -1.42050  -4.64850
S  -1.48312  -2.60100  -4.30687
H  -3.42058  -1.92649  -1.75798
H  -2.78156  -3.42230  -1.96461
H  1.11136  0.98439  -2.67963
H  2.38241  1.34639  -4.77276
H  1.96454  -0.05603  -6.75831
H  0.28035  -1.86149  -6.70124
C  -1.51113  5.00492  -4.32576
As  -1.40324  3.26930  -3.43758
C  -3.12846  3.37375  -2.50495
C  -2.01771  2.16037  -4.92699
H  -2.48716  5.13583  -4.79328
H  -0.73729  5.07227  -5.08957
H  -1.34972  5.80165  -3.60119
H  -3.90531  3.74738  -3.17322
H  -3.04639  4.04585  -1.64973
H  -3.41593  2.38446  -2.14672
H  -2.90178  2.59965  -5.39029
H  -2.26137  1.15830  -4.56794
H  -1.22706  2.07496  -5.67241
C  -3.36896  -3.30147  0.85601
As  -1.80606  -2.33690  0.18478
C  -0.48187  -2.00142  3.66342
C  -0.68381  -3.89065  -0.09262
H  -3.19396  -3.51822  1.91205
H  -3.52681  -4.25024  0.34122
H  -4.26485  -2.68327  0.78763
H  -0.06143  -2.77376  4.30206
H  -1.55616  -2.16769  3.58038
H  -0.02517  -2.08411  2.67364
H  -0.16049  -4.07520  0.84556
H  0.06850  -3.66122  -0.84472
H  -1.26655  -4.77278  -0.35922
S  1.51882  -1.16187  -0.03906
C  2.96874  -1.79803  0.57407
N  4.09020  -1.76592  -0.19753
C  5.30783  -2.24665  0.16550
C  5.48258  -2.80365  1.38939
C  4.36809  -2.86385  2.24717
C  3.14964  -2.37678  1.85289
H  3.97166  -1.35212  -1.11249
H  6.09657  -2.15786  -0.56812
H  6.44921  -3.18726  1.68271
H  4.47736  -3.30323  3.23229
H  2.29158  -2.42350  2.50613

No. 2
This record from the OMol25 dataset describes C34H39As2NO3PdSi2 as an isolated structure. The level of theory is ωB97M-V/def2-TZVPD.

The net charge is -2. The value obtained for the total energy is -6777.9871 Ha. Its energy above the lowest of the compared OMol25 structures with the same formula, charge and spin is 76.75 kJ/mol. Its LUMO energy is 3.909 eV. For the HOMO energy, the calculation gives 0.0153 hartree.

Element x y z (Å)
Pd  1.18020  1.99736  -0.19461
O  4.17781  -1.57667  -0.05796
C  3.29397  -0.69905  0.06914
O  2.93425  0.18066  -0.73260
C  2.51794  -0.75835  1.40557
C  2.92483  -1.67572  2.41535
C  2.24104  -1.72013  3.59067
C  1.12515  -0.86580  3.78111
C  0.34599  -0.84336  4.96239
C  -0.73704  -0.01392  5.05816
C  -1.08302  0.83715  3.98331
C  -0.34057  0.85008  2.83584
C  0.77991  -0.00796  2.71396
N  1.49041  0.03106  1.55347
H  3.77850  -2.30339  2.20260
H  2.53408  -2.39728  4.38812
H  0.61936  -1.49745  5.78520
H  -1.33227  -0.00366  5.96474
H  -1.93377  1.50145  4.07697
H  -0.54312  1.52417  2.00683
C  3.50930  3.99982  -1.23085
Si  2.54529  4.30400  0.38319
C  3.51318  3.36213  1.72918
C  3.02894  6.12650  0.78346
As  0.22406  4.14042  0.47929
Si  -0.08778  3.23469  -1.80538
C  0.01925  4.83388  -2.86019
C  -1.94814  2.80913  -1.82952
C  0.61966  2.00384  -3.12370
H  4.51120  4.44509  -1.16561
H  2.99831  4.43955  -2.09082
H  3.61169  2.92697  -1.41428
H  4.54971  3.71571  1.80336
H  3.52485  2.29277  1.50072
H  3.02825  3.49105  2.70115
H  4.11695  6.26032  0.84489
H  2.58735  6.43866  1.73537
H  2.63872  6.79046  0.00628
H  -0.62760  5.60567  -2.43673
H  -0.27341  4.64312  -3.90253
H  1.03901  5.22868  -2.85884
H  -2.53225  3.54866  -1.27552
H  -2.08037  1.83547  -1.35165
H  -2.33038  2.75818  -2.85875
H  1.65166  2.25713  -3.38144
H  0.01152  2.08433  -4.03846
H  0.59891  0.96779  -2.78003
O  -0.68361  -0.26482  -1.02740
As  -1.33488  -1.74856  -0.87335
C  -0.02836  -3.12025  -1.18749
C  1.25780  -2.67443  -1.45767
C  2.27886  -3.60412  -1.63309
C  1.99706  -4.95914  -1.55888
C  0.70335  -5.40160  -1.29365
C  -0.31218  -4.48069  -1.09625
C  -2.09642  -2.19689  0.84320
C  -3.44652  -1.98757  1.10006
C  -3.95567  -2.23307  2.36762
C  -3.11417  -2.68137  3.37606
C  -1.76413  -2.88022  3.12269
C  -1.25171  -2.63423  1.85811
C  -2.78578  -1.94569  -2.14094
C  -3.62366  -3.05310  -2.21901
C  -4.62802  -3.09365  -3.17514
C  -4.79448  -2.02535  -4.04894
C  -3.96022  -0.91973  -3.96748
C  -2.95104  -0.87632  -3.01370
H  1.46313  -1.60801  -1.50685
H  3.28825  -3.24396  -1.78100
H  2.79318  -5.68273  -1.69038
H  0.49394  -6.46288  -1.22546
H  -1.31354  -4.82115  -0.85545
H  -4.09696  -1.62114  0.31463
H  -5.00553  -2.06026  2.57075
H  -3.50710  -2.85845  4.37004
H  -1.10178  -3.19896  3.91646
H  -0.19177  -2.76761  1.66702
H  -3.50431  -3.88022  -1.52806
H  -5.28290  -3.95461  -3.23683
H  -5.58104  -2.05649  -4.79365
H  -4.09326  -0.08431  -4.64321
H  -2.28808  -0.02164  -2.92358